Entry 1:
10
Properties=species:S:1:pos:R:3:forces:R:3:mulliken_charge:R:1 method="wB97M-V/def2-TZVPD" gap_ha=0.4127 charge=+1 e_lumo_ev=-4.5 mol_weight_da=47.08 total_energy_ha=-155.2900
O -0.02548 0.96505 -1.39665 0.251 0.259 -1.139 -0.36
H 0.50572 1.22014 -2.17105 0.153 -0.199 0.089 0.42
H 0.28388 0.22631 -0.75231 -0.562 0.264 0.664 0.40
H -0.68538 1.64048 -1.16900 -0.039 -0.236 0.492 0.43
C -0.59481 -0.38930 1.09780 1.360 -0.803 -0.555 -0.58
C 0.58162 -0.93511 0.77449 0.783 -0.057 -0.523 -0.81
H -0.54348 0.54110 1.64419 -0.872 0.037 0.139 0.39
H -1.42831 -1.00057 0.77819 -0.710 0.702 0.460 0.32
H 1.54938 -0.50510 1.01514 -0.120 0.184 0.286 0.40
H 0.66506 -1.87453 0.24001 -0.245 -0.152 0.087 0.38

***

Entry 2:
7
Properties=species:S:1:pos:R:3:forces:R:3:mulliken_charge:R:1 method="wB97M-V/def2-TZVPD" gap_ha=0.2452 charge=+1 e_lumo_ev=-7.5 mol_weight_da=153.87 total_energy_ha=-1703.7727
F 0.56925 -1.90831 0.08246 -1.270 -0.119 -0.367 -0.11
P -1.39776 0.13755 -0.15580 1.024 -0.205 0.287 0.14
P -0.98506 -1.90117 -0.25756 1.304 0.929 0.491 0.59
Cl 1.66375 1.12129 -0.10996 -3.545 -0.042 0.093 -0.02
Cl 3.51739 1.17724 -0.19740 3.772 0.102 -0.164 -0.03
H -2.74873 0.24330 0.06633 -0.632 0.162 0.031 0.19
H -0.61884 1.13010 0.57192 -0.654 -0.827 -0.371 0.24

***

Entry 3:
139
Properties=species:S:1:pos:R:3:forces:R:3:mulliken_charge:R:1 method="wB97M-V/def2-TZVPD" gap_ha=0.3128 smiles="COC[C@H](C)N.COC[C@H](C)N.COC[C@H](C)N.COCCNCCOC.COCCNCCOC.COCCNCCOC.NC(N)=O.NC(N)=O" e_lumo_ev=0.2 mol_weight_da=787.10 total_energy_ha=-2645.7040
C -4.16176 -3.50460 -31.86761 -0.010 -0.149 -1.092 -1.39
C -4.39709 -2.10409 -31.40329 -2.059 -0.588 1.940 0.34
C -5.03448 -1.22660 -32.48603 -0.113 -0.032 -1.131 -0.63
O -6.29183 -1.77951 -32.95464 -0.257 0.428 -0.164 -0.33
C -7.09049 -0.97279 -33.88035 0.877 -0.617 0.738 -0.73
N -5.32371 -2.28460 -30.22338 0.545 1.279 -0.331 -0.76
H -5.14500 -3.86866 -32.16560 0.118 -0.144 -0.556 0.25
H -3.82979 -4.24600 -31.14083 0.414 0.601 0.227 0.42
H -3.48163 -3.40460 -32.71351 -0.002 -0.789 -0.250 0.34
H -3.49799 -1.64411 -30.99322 0.073 0.206 -0.304 0.41
H -4.31751 -1.17553 -33.30544 0.066 -0.163 -0.515 0.37
H -5.14293 -0.17910 -32.20482 -0.331 0.067 0.582 0.40
H -7.99421 -1.49371 -34.19662 0.149 -0.579 0.526 0.26
H -6.55355 -0.81283 -34.81533 0.316 0.455 0.129 0.30
H -7.44039 -0.06189 -33.39459 0.357 0.291 -0.095 0.24
H -5.46854 -1.33836 -29.90128 0.000 0.372 0.788 0.16
H -6.25293 -2.47249 -30.57174 -0.195 -0.563 -0.423 0.34
C -12.75234 13.67987 -39.01614 -0.051 0.978 -0.236 -1.26
C -11.27911 13.99794 -38.96517 1.383 -1.070 1.825 0.34
C -10.40645 12.69715 -39.05192 -0.416 0.205 -0.130 -0.88
O -10.41996 11.90391 -37.86547 0.015 1.127 -0.364 -0.31
C -11.32279 10.84096 -37.83002 1.099 -1.623 0.170 -0.71
N -10.73023 14.93417 -39.93762 -0.346 -1.150 0.051 -0.66
H -12.99524 12.92489 -38.26842 -0.224 0.023 -0.303 0.33
H -13.07951 13.44973 -40.03009 -0.007 -0.565 0.007 0.29
H -13.26705 14.60995 -38.77504 -0.337 -0.045 0.243 0.34
H -11.06547 14.37702 -37.96580 -0.016 0.101 0.208 0.25
H -9.38197 12.93908 -39.33482 0.230 0.348 0.724 0.42
H -10.69760 12.09109 -39.90984 -0.635 -0.282 -0.161 0.41
H -10.90043 10.12089 -37.12914 -0.163 0.253 0.732 0.25
H -11.19813 10.21433 -38.71314 -0.733 0.345 -0.737 0.33
H -12.35709 11.02556 -37.53977 0.014 0.353 -0.303 0.26
H -11.40861 15.65298 -40.14546 -0.135 0.095 -0.237 0.27
H -10.72885 14.25298 -40.68334 0.326 0.899 -1.482 0.31
C -4.08243 7.55973 -29.95210 -0.112 0.255 0.053 -1.42
C -4.88171 7.77655 -31.21282 0.842 0.551 -2.385 0.62
C -5.52899 9.16986 -31.39017 -1.348 1.007 -0.293 -0.80
O -6.47986 9.19883 -32.48586 -0.519 0.109 -0.022 -0.24
C -7.23223 10.44338 -32.61761 1.005 -1.058 -0.737 -0.87
N -3.99353 7.48415 -32.41413 -0.750 0.033 0.495 -0.68
H -3.15440 8.13014 -29.99070 -0.050 0.259 0.137 0.35
H -3.77758 6.51822 -29.85001 -0.238 -0.032 -0.051 0.38
H -4.67718 7.86207 -29.09015 0.189 -0.064 0.161 0.36
H -5.67620 7.03712 -31.31338 -0.214 0.096 0.274 0.17
H -4.90758 10.02711 -31.64913 1.147 -0.341 0.456 0.28
H -6.12243 9.50541 -30.53967 0.172 -0.343 0.693 0.40
H -6.66023 11.25862 -33.06070 0.710 0.031 0.242 0.36
H -7.65531 10.82066 -31.68660 -0.263 -0.405 0.074 0.34
H -7.94069 10.23148 -33.41841 -0.506 -0.092 0.530 0.25
H -4.41637 7.93105 -33.21511 -0.376 -0.183 -0.294 0.26
H -3.09034 7.93442 -32.37420 0.215 0.132 0.617 0.25
C -9.28160 16.55733 -27.62733 -0.292 -0.760 1.038 -0.68
O -10.36253 15.66320 -27.29575 -0.005 -0.125 0.226 -0.36
C -10.49304 15.39331 -25.89579 -0.643 -0.307 1.117 -0.58
C -11.70159 14.44475 -25.51964 1.242 -0.088 -2.384 -0.72
N -11.52288 13.31533 -26.45900 -1.066 -0.978 0.779 -0.36
C -12.75191 12.53671 -26.84138 2.605 0.224 0.894 -0.68
C -12.34992 11.34710 -27.73886 -1.652 1.684 -1.217 -0.56
O -11.99939 11.91042 -29.00571 1.003 -0.280 -0.473 -0.30
C -11.64110 10.95523 -30.00877 -0.673 -0.180 0.715 -0.72
H -9.22047 17.28757 -26.82041 -0.185 0.732 -0.453 0.29
H -9.41885 16.93098 -28.64205 -0.344 0.244 0.343 0.22
H -8.29634 16.09187 -27.60119 0.027 -0.629 -0.038 0.30
H -10.63414 16.31102 -25.32482 0.154 0.386 -0.112 0.51
H -9.61593 14.88791 -25.49164 0.398 0.026 -0.243 0.32
H -12.64664 14.98318 -25.59076 -0.313 0.106 -0.549 0.36
H -11.68278 14.08476 -24.49098 0.569 0.138 0.113 0.31
H -11.02776 13.59628 -27.29328 -0.276 0.231 -0.059 0.34
H -13.43279 13.28444 -27.24807 -0.583 -0.695 -0.575 0.38
H -13.17232 12.06449 -25.95347 -0.143 0.308 0.254 0.33
H -13.29944 10.83786 -27.90372 -0.024 -0.752 0.093 0.42
H -11.59037 10.66480 -27.35718 0.103 0.271 0.300 0.37
H -10.79649 10.32161 -29.73806 0.447 0.275 0.197 0.28
H -11.45598 11.45077 -30.96180 0.005 0.179 0.265 0.24
H -12.45712 10.24277 -30.12958 -0.345 -0.030 -0.242 0.30
C -4.26838 1.76397 -25.20706 -0.804 0.876 -0.040 -0.79
O -5.13544 2.06504 -26.31824 0.384 -0.768 1.236 -0.33
C -4.56644 1.74403 -27.58967 -0.849 1.061 0.651 -0.64
C -5.60449 2.29406 -28.57474 1.517 -0.078 0.317 -0.79
N -6.74573 1.41991 -28.57703 -0.518 0.204 -0.747 -0.22
C -7.75558 1.96669 -29.48964 -1.459 -0.872 0.381 -0.73
C -8.95764 0.96761 -29.66038 -1.263 1.322 -1.909 -0.40
O -9.89297 1.61289 -30.62733 0.986 0.702 0.550 -0.19
C -11.21185 1.14741 -30.71187 0.115 -1.354 -0.028 -0.86
H -3.37766 2.38921 -25.26877 0.549 -0.512 -0.351 0.31
H -4.10811 0.69991 -25.03332 0.366 -0.067 -0.504 0.29
H -4.71027 2.12831 -24.27964 -0.622 0.032 -0.191 0.27
H -4.45638 0.66685 -27.71500 0.151 -0.109 -0.033 0.32
H -3.61054 2.26752 -27.60670 0.250 -0.097 -0.580 0.44
H -5.12525 2.41014 -29.54683 -0.278 -0.187 -0.271 0.56
H -5.92611 3.27483 -28.22436 0.381 0.463 -0.032 0.42
H -7.08212 1.55724 -27.63465 -0.440 -0.569 0.272 0.24
H -7.30047 2.28972 -30.42592 -0.015 -0.740 -0.301 0.38
H -8.20521 2.89834 -29.14625 -0.078 0.229 0.428 0.25
H -9.59569 0.82099 -28.78889 0.640 -0.037 0.580 0.31
H -8.70684 0.00306 -30.10179 0.446 -0.083 0.245 0.25
H -11.21864 0.19265 -31.23767 -0.079 -0.248 -0.404 0.37
H -11.87268 1.82009 -31.25861 0.425 0.351 0.036 0.22
H -11.70794 0.89174 -29.77558 0.208 0.448 0.582 0.32
C -9.59365 4.84101 -37.70132 0.479 0.016 0.410 -0.90
O -8.51621 5.69592 -37.23654 -0.369 -0.336 -0.952 -0.20
C -7.32707 5.36120 -37.95028 1.220 -2.095 0.308 -0.68
C -6.02353 5.90696 -37.27622 -2.623 0.639 0.879 -0.63
N -4.79327 5.79222 -37.97626 0.153 -0.234 -0.666 -0.36
C -3.67770 6.42397 -37.25801 1.306 0.190 -0.142 -0.32
C -2.30382 5.83793 -37.71324 0.023 0.260 -1.300 -0.65
O -1.17494 6.58260 -37.27989 -0.864 1.356 0.896 -0.30
C 0.10990 6.16580 -37.69267 -1.019 -1.549 0.483 -0.70
H -9.73000 4.70692 -38.77441 0.519 0.781 -0.408 0.37
H -10.54818 5.22109 -37.33729 0.226 -0.028 0.355 0.26
H -9.38644 3.81638 -37.39265 -0.196 -0.103 0.559 0.38
H -7.44063 5.56962 -39.01412 0.203 0.708 -0.118 0.36
H -7.19726 4.27907 -37.93422 -0.289 -0.490 0.003 0.36
H -5.86535 5.47207 -36.28932 -0.582 0.053 0.105 0.36
H -6.40520 6.92566 -37.20777 0.779 0.895 0.895 0.28
H -5.02224 6.33161 -38.79890 1.009 -0.018 -0.640 0.27
H -3.66277 6.24910 -36.18222 -0.759 -0.214 0.071 0.25
H -3.72762 7.50693 -37.37110 0.317 0.203 -0.095 0.36
H -2.23158 5.81505 -38.80061 -0.394 0.022 -0.419 0.33
H -2.31315 4.78490 -37.43193 0.387 -0.180 0.481 0.32
H 0.19381 5.18575 -37.22300 0.737 -0.434 -0.279 0.31
H 0.91548 6.77908 -37.28892 -0.486 0.397 -0.110 0.24
H 0.16965 6.04601 -38.77441 0.134 0.187 -0.166 0.28
C -13.61752 5.47055 -28.29517 -3.568 -0.027 -1.012 0.62
O -14.57622 5.68879 -27.60048 -1.937 0.121 1.243 -0.69
N -13.69034 5.04696 -29.54366 -1.090 -1.116 -2.550 -0.39
N -12.43063 5.66545 -27.93018 6.838 1.540 3.047 -0.35
H -14.63262 5.09517 -29.90406 0.468 -0.162 -0.512 0.22
H -12.85474 5.09839 -30.10866 -0.602 -0.077 -0.404 0.19
H -11.65610 5.69907 -28.57756 -0.130 -0.054 0.223 0.18
H -12.31566 6.15126 -27.05219 0.149 -0.209 -0.150 0.23
C -9.95398 5.75208 -32.93399 1.410 0.960 0.957 0.76
O -10.08810 5.80826 -31.75806 -1.347 0.042 4.476 -0.72
N -9.34277 6.65865 -33.59263 2.488 5.640 -2.476 -0.24
N -10.13989 4.72503 -33.64485 -2.585 -6.915 -2.804 -0.27
H -9.17911 6.62705 -34.58878 0.174 0.030 0.328 0.15
H -8.92875 7.39377 -33.03740 -0.084 0.116 -0.423 0.05
H -10.44371 3.91501 -33.12363 -0.137 -0.065 -0.396 0.14
H -10.10535 4.65854 -34.65207 0.160 0.182 0.404 0.14

***

Entry 4:
13
Properties=species:S:1:pos:R:3:forces:R:3:mulliken_charge:R:1 method="wB97M-V/def2-TZVPD" gap_ha=0.4021 charge=+1 smiles="C[NH2+]/N=C/N" e_lumo_ev=-3.5 mol_weight_da=74.11 total_energy_ha=-244.9595
C -1.18745 -0.13967 0.12015 0.809 -0.339 0.756 0.10
C 1.74102 -0.49295 -0.22858 0.754 0.445 2.114 -0.73
N -0.37168 0.73766 -0.34702 -2.165 1.345 -1.568 -0.68
N -2.51190 -0.22224 -0.12603 3.024 3.374 -2.962 -0.32
N 0.96462 0.77370 0.05217 0.386 -0.702 2.372 0.11
H -0.76319 -0.88427 0.77539 -0.404 -0.533 0.544 0.24
H 1.60623 -0.42845 -1.27850 1.083 -1.283 -1.199 0.39
H 2.78294 -0.36012 0.30421 -1.856 -0.399 -1.751 0.33
H 1.20299 -1.36342 0.26345 0.692 1.189 -0.828 0.27
H -3.02780 -0.72493 0.50174 -1.903 -1.347 1.444 0.25
H -2.86650 0.56777 -0.72906 -0.049 -1.516 1.200 0.29
H 1.06821 0.91317 1.06583 -0.380 0.390 -0.010 0.39
H 1.36251 1.62375 -0.37374 0.009 -0.623 -0.112 0.36

***

Entry 5:
13
Properties=species:S:1:pos:R:3:forces:R:3:mulliken_charge:R:1 method="wB97M-V/def2-TZVPD" gap_ha=0.3212 charge=+1 e_lumo_ev=-4.6 mol_weight_da=123.23 total_energy_ha=-986.0066
C 1.20280 0.13843 -0.93994 1.361 1.667 -1.678 -0.52
C 1.65442 -1.12226 -0.36488 -0.419 0.261 0.345 0.40
N -0.66869 1.34860 0.86466 -0.653 -3.865 2.321 -0.81
N 0.91469 -2.20851 -0.39953 2.840 0.646 1.183 -0.29
S 2.64054 1.18446 -0.28539 -0.567 -0.669 0.008 -0.01
S 3.04358 -0.71253 0.56382 -0.628 -0.266 -0.567 0.01
H 1.22927 0.30180 -2.07613 -0.420 -0.739 1.632 0.40
H 0.26972 0.45861 -0.41407 0.017 0.092 -0.365 0.57
H 0.03973 1.16773 1.60630 -0.864 -0.279 -0.405 0.27
H -1.61535 1.15892 1.29214 1.490 0.694 -0.702 0.24
H -0.49683 2.27000 0.71834 -0.244 3.661 -0.803 0.24
H 1.34757 -2.99520 0.06248 -0.788 -0.662 -0.239 0.25
H 0.18305 -2.24404 -1.05414 -1.125 -0.542 -0.731 0.26

***

Entry 6:
14
Properties=species:S:1:pos:R:3:forces:R:3:mulliken_charge:R:1 method="wB97M-V/def2-TZVPD" gap_ha=0.3757 charge=+1 e_lumo_ev=-4.9 mol_weight_da=90.10 total_energy_ha=-324.0528
O -1.30712 0.53063 0.08303 -0.319 -0.371 -0.627 -0.54
C -2.11787 -0.18012 -0.46414 1.498 0.564 -0.229 0.18
O -2.45296 -1.37730 0.03230 -1.962 0.983 -0.079 -0.39
H -2.51484 0.02988 -1.48045 -0.260 0.174 0.527 0.39
H -3.43690 -1.33178 -0.11893 0.901 -1.271 0.180 0.36
C 2.89633 1.12178 -0.03314 0.412 -1.304 1.249 -0.80
C 1.26720 -0.62591 0.39209 0.802 -0.654 -0.566 -0.04
N 1.51262 0.57730 0.08644 -1.053 1.142 -2.390 0.02
H 3.45102 0.30625 -0.51381 0.165 0.513 0.007 0.33
H 3.25696 1.18982 1.01622 0.016 0.458 -0.840 0.33
H 3.00027 2.04267 -0.61034 -0.515 -0.179 0.332 0.33
H 2.13889 -1.24400 0.62416 -0.400 0.047 0.495 0.30
H 0.29392 -1.07467 0.21668 0.078 0.330 0.471 0.16
H 0.75117 1.08418 -0.44995 0.637 -0.432 1.471 0.36